1.
Computed, not measured: a molecular structure, C25H38N3O2RuS, with ωB97M-V with the def2-TZVPD basis set.

Calculated values
charge: +2
2S+1: 6

Element x y z (Å)
1 Ru 0.23 -2.29 0.34
2 S 2.83 -3.12 -1.91
3 O -1.49 -3.01 1.66
4 O 1.70 -2.32 -1.22
5 N -2.44 -4.75 2.72
6 N 0.80 -0.28 1.01
7 N -1.38 -1.10 -0.57
8 C -2.55 -1.54 -1.04
9 C -0.16 -4.98 1.85
10 C 0.41 1.96 0.27
11 C 0.96 4.78 0.39
12 C 2.91 4.26 1.87
13 C 4.78 -1.31 -1.79
14 C -2.40 1.01 -0.14
15 C 1.64 2.39 0.79
16 C -5.74 1.18 -1.86
17 C -3.67 -0.74 -1.11
18 C -5.66 1.10 0.64
19 C 4.11 -3.36 -0.65
20 C -3.62 0.57 -0.64
21 C -4.87 1.45 -0.63
22 C 2.13 3.82 0.63
23 C 2.42 1.42 1.42
24 C 5.33 -2.53 -1.07
25 C 0.02 0.64 0.40
26 C -1.31 0.18 -0.12
27 C 3.06 3.83 -0.60
28 C 0.49 -4.51 0.58
29 C -4.50 2.94 -0.60
30 C 1.98 0.12 1.50
31 C -1.43 -4.19 2.08
32 C 3.78 -1.87 -2.79
33 H -6.57 1.70 0.68
34 H -6.17 0.18 -1.85
35 H 5.55 -0.73 -2.30
36 H 5.95 -3.12 -1.75
37 H -0.24 2.65 -0.24
38 H -6.57 1.88 -1.88
39 H 0.21 4.71 1.18
40 H -5.41 3.53 -0.70
41 H 0.48 -4.78 2.71
42 H 4.30 -4.42 -0.52
43 H -5.08 1.30 1.54
44 H -0.09 -4.69 -0.33
45 H -5.17 1.30 -2.79
46 H 3.17 5.32 1.77
47 H 2.57 -0.64 2.00
48 H 3.92 3.17 -0.45
49 H 3.37 1.67 1.86
50 H 3.65 -2.96 0.26
51 H -4.58 -1.16 -1.52
52 H -2.39 -5.69 3.07
53 H 3.05 -1.18 -3.21
54 H -3.26 -4.20 2.93
55 H -2.57 -2.56 -1.40
56 H -4.03 3.23 0.33
57 H 4.27 -2.40 -3.61
58 H -3.84 3.21 -1.43
59 H 1.34 5.80 0.39
60 H -0.35 -6.05 1.85
61 H 3.44 4.85 -0.75
62 H 3.85 3.72 1.98
63 H 4.27 -0.64 -1.09
64 H 0.48 4.62 -0.57
65 H 2.53 3.53 -1.51
66 H -2.30 2.02 0.25
67 H 2.33 4.15 2.78
68 H 1.52 -4.82 0.46
69 H 5.94 -2.29 -0.20
70 H -5.95 0.05 0.64

Here are the Mulliken charges for atoms 1 to 4, given in e: number 1, Ru, carries 0.67; number 2, S, carries 0.16; number 3, O, carries -0.59; number 4, O, carries -0.48

---

2.
Computed, not measured: 2 unconnected molecules or ions with the total composition C6H16, with ωB97M-V with the def2-TZVPD basis set.

Calculated values
charge: +1
2S+1: 2

Element x y z (Å)
1 C 2.71 1.56 1.67
2 C -0.60 0.04 0.02
3 C -1.85 -0.51 -0.73
4 C 2.96 0.02 1.50
5 C -2.61 0.53 -1.57
6 C -1.56 -1.89 -1.31
7 H -1.48 -2.63 -0.60
8 H 0.31 -0.63 0.05
9 H 1.66 1.76 1.91
10 H -2.64 -0.90 0.10
11 H 4.00 -0.34 1.85
12 H -3.60 0.10 -1.49
13 H -2.33 -2.17 -1.98
14 H -0.50 -1.82 -1.84
15 H 2.24 -0.58 2.02
16 H -2.48 0.53 -2.62
17 H -2.44 1.60 -1.34
18 H 3.38 1.88 2.38
19 H 3.02 -0.11 0.44
20 H 2.98 2.18 0.84
21 H -0.88 0.31 1.01
22 H -0.27 1.07 -0.30

Here are the Mulliken charges for atoms 1 to 4, given in e: number 1, C, carries -0.86; number 2, C, carries -1.25; number 3, C, carries 1.00; number 4, C, carries -0.79

---

3.
Computed, not measured: 2 unconnected molecules or ions with the total composition C5H12N, with ωB97M-V with the def2-TZVPD basis set.

Calculated values
charge: +1

Element x y z (Å)
1 N 1.70 -1.42 -1.77
2 C -0.42 -0.73 0.08
3 C -1.05 2.73 1.91
4 C 1.00 -2.43 -2.08
5 C -0.98 0.57 0.65
6 C -0.37 1.45 1.48
7 H -0.43 -0.51 -1.02
8 H 1.37 -3.25 -2.70
9 H -0.38 3.58 1.71
10 H 0.61 1.15 1.89
11 H -2.02 2.87 1.30
12 H 0.47 -1.10 0.63
13 H -1.16 -1.52 0.22
14 H -1.38 2.82 2.96
15 H -1.94 0.79 0.26
16 H 2.63 -1.32 -2.21
17 H -0.02 -2.45 -1.71
18 H 1.27 -0.70 -1.21

Here are the Mulliken charges for atoms 1 to 4, given in e: number 1, N, carries -0.07; number 2, C, carries -1.49; number 3, C, carries -1.04; number 4, C, carries 0.06

---

4.
Computed, not measured: a molecular structure, C32H41BCeF2N9O6S2, with ωB97M-V with the def2-TZVPD basis set.

Calculated values
charge: 0
2S+1: 2

Element x y z (Å)
1 Ce 0.54 0.22 -0.63
2 S -2.56 -0.49 1.66
3 S 0.81 1.47 2.97
4 F -0.12 3.67 0.36
5 F 1.80 3.47 -0.80
6 O -1.89 -0.37 2.94
7 O 1.21 1.30 1.55
8 O 1.68 -2.19 -0.71
9 O -2.67 2.18 -0.86
10 O -2.71 -1.81 1.09
11 O 0.53 -1.26 1.23
12 N 1.10 -2.43 1.31
13 N 1.77 1.53 -2.90
14 N 3.47 0.07 -0.35
15 N -1.15 -1.71 -1.55
16 N -1.00 0.81 -2.88
17 N 5.22 -0.80 0.64
18 N 1.71 -2.94 0.31
19 N -1.91 0.58 0.58
20 N 1.19 -1.20 -3.17
21 C 0.50 -2.45 3.65
22 C -0.58 -2.73 -2.41
23 C 3.81 0.83 0.78
24 C -4.14 0.27 1.70
25 C 4.36 -0.89 -0.40
26 C -2.89 0.22 -4.16
27 C 0.74 2.32 -3.57
28 C -2.51 1.15 -5.12
29 C -2.35 -1.04 -2.04
30 C 0.62 -4.41 5.04
31 C -4.18 1.25 0.77
32 C -0.57 1.62 -3.83
33 C 1.83 2.87 3.56
34 C 2.62 0.70 -3.77
35 C -1.32 1.82 -4.97
36 C 1.33 -4.50 2.70
37 C 0.89 3.72 4.38
38 C -0.73 2.47 3.08
39 C 4.52 -1.95 -1.42
40 C -6.43 1.70 1.42
41 C -5.38 1.99 0.58
42 C -0.35 3.88 3.49
43 C -6.38 0.68 2.37
44 C 4.91 0.33 1.37
45 C 1.86 -0.52 -4.27
46 C -5.20 -0.07 2.50
47 C -2.09 0.06 -3.05
48 C 0.16 -2.16 -3.61
49 C 1.00 -3.16 2.56
50 C -2.85 1.40 0.04
51 C 0.29 -3.07 4.86
52 C 1.15 -5.11 3.94
53 B 0.55 2.91 -0.45
54 H -1.36 -3.44 -2.77
55 H 1.37 4.66 4.69
56 H 1.39 -6.17 4.06
57 H 3.27 1.72 1.03
58 H -0.08 4.46 2.61
59 H 2.32 2.13 -2.31
60 H -0.11 -2.50 5.70
61 H 5.46 -2.48 -1.29
62 H -3.79 -0.36 -4.32
63 H -1.22 2.37 2.10
64 H -1.19 4.35 4.01
65 H -1.37 -2.13 -0.61
66 H -3.07 1.34 -6.01
67 H -3.06 -1.77 -2.47
68 H 0.60 3.12 5.27
69 H 1.76 -5.13 1.90
70 H -7.35 2.25 1.36
71 H 0.51 3.16 -2.91
72 H -0.98 2.47 -5.76
73 H 3.02 1.25 -4.64
74 H -2.84 -0.63 -1.18
75 H 0.59 -2.99 -4.21
76 H 3.70 -2.66 -1.35
77 H 1.07 -0.27 -4.97
78 H 1.12 2.78 -4.49
79 H 1.85 -1.72 -2.60
80 H 2.52 -1.20 -4.85
81 H -5.37 2.78 -0.15
82 H -7.22 0.53 3.02
83 H 5.57 0.69 2.15
84 H 4.56 -1.52 -2.40
85 H 5.95 -1.45 0.84
86 H 0.27 -1.40 3.51
87 H -0.55 -1.63 -4.29
88 H 2.13 3.38 2.62
89 H 2.73 2.51 4.05
90 H 0.55 -4.90 6.01
91 H 0.10 -3.35 -1.81
92 H 3.45 0.37 -3.17
93 H -1.39 2.00 3.81
94 H -5.09 -0.82 3.29

Here are the Mulliken charges for atoms 1 to 4, given in e: number 1, Ce, carries 1.29; number 2, S, carries 1.19; number 3, S, carries 0.34; number 4, F, carries -0.11

---

5.
Computed, not measured: a gas-phase ion, C10H11ClNS (charge +1), with ωB97M-V with the def2-TZVPD basis set.

Calculated values
charge: +1

Element x y z (Å)
1 Cl 5.87 -0.90 0.04
2 S 3.72 1.18 -0.19
3 N 0.86 1.50 -0.33
4 C 0.77 2.80 -0.30
5 C 1.85 -0.62 0.15
6 C -2.79 -1.02 -1.07
7 C -0.58 -0.53 0.09
8 C 0.46 -1.24 0.22
9 C -1.93 -0.06 -0.11
10 C 3.15 -1.33 0.35
11 C -2.75 0.20 1.13
12 C 4.19 -0.41 0.22
13 C 1.95 0.74 -0.24
14 H -0.29 3.05 -0.15
15 H -2.10 0.54 1.92
16 H -2.53 -1.10 -2.10
17 H 3.23 -2.35 0.50
18 H 1.63 3.46 -0.26
19 H 0.40 -2.29 0.41
20 H -2.89 -2.09 -0.74
21 H -3.17 -0.68 1.44
22 H -3.37 1.06 0.85
23 H -1.80 0.83 -0.82
24 H -3.89 -0.76 -1.02

Here are the Mulliken charges for atoms 1 to 4, given in e: number 1, Cl, carries -0.13; number 2, S, carries -0.14; number 3, N, carries -0.37; number 4, C, carries -0.25

---

6.
Computed, not measured: a molecular structure, C4H14NO3, with ωB97M-V with the def2-TZVPD basis set.

Calculated values
charge: -1

Element x y z (Å)
1 O -1.47 -1.56 1.68
2 O -4.04 -1.89 2.06
3 O -1.65 0.10 -0.11
4 N 0.05 1.15 -2.38
5 C 2.66 -0.27 -0.04
6 C 0.48 0.44 -1.16
7 C 1.98 0.79 -0.90
8 C -0.42 0.73 0.07
9 H -0.90 0.87 -2.59
10 H 2.22 1.76 -0.45
11 H -3.74 -1.99 2.95
12 H -1.06 -0.86 2.19
13 H 0.16 0.44 0.95
14 H -0.63 1.82 0.10
15 H -0.11 2.12 -2.09
16 H 0.44 -0.62 -1.42
17 H 2.32 -0.06 0.98
18 H 3.75 -0.15 0.00
19 H -1.54 -0.88 0.72
20 H 2.39 0.96 -1.91
21 H 2.27 -1.27 -0.29
22 H -3.16 -1.64 1.64

Here are the Mulliken charges for atoms 1 to 4, given in e: number 1, O, carries -0.95; number 2, O, carries -0.73; number 3, O, carries -0.76; number 4, N, carries -0.87

---

What energy relative to the best compared isomer or geometry (same formula, charge and spin) values result from the calculations? In sequence: 0.0, 31.9, 60.6, 0.0, 81.3, 17.7 kcal per mole.
What max |F| values result from the calculations? In sequence: 0.40, 4.60, 2.56, 2.24, 4.74, 2.07 eV Å⁻¹.